[1]
This record from OMol25 describes a 3-piece molecular cluster, C5H11NO2 overall. The level of theory is the ωB97M-V functional and the def2-TZVPD basis.

- maximum force (eV/Å) = 10.17
- 2S+1 = 1
- charge = 0
- electronic energy (eV) = -10946.6867
- LUMO level (eV) = 0.6
- energy relative to the best compared isomer or geometry (same formula, charge and spin) (kJ/mol) = 249.0
- SMILES = Cc1cc[nH]c1.O.O

Last column: Löwdin charge in e.
CARTESIAN COORDINATES (ANGSTROEM)
C 1.251 -1.881 -1.208  -0.094
C 0.199 -0.949 -0.927  -0.263
C 0.274 0.325 -0.436  -0.097
N -0.996 0.813 -0.473  -0.037
C -1.898 -0.030 -1.111  -0.150
C -1.279 -1.189 -1.276  -0.027
H 1.550 -2.632 -0.405  0.100
H 0.994 -2.423 -2.181  0.108
H 2.192 -1.443 -1.318  0.047
H 1.128 0.775 -0.095  0.080
H -1.349 1.816 -0.571  0.179
H -2.917 0.214 -1.195  0.099
H -1.845 -1.965 -1.699  0.080
H -1.212 1.732 2.482  0.066
H -0.691 0.465 1.889  -0.107
O -0.656 0.952 2.574  0.037
H 1.061 2.172 1.786  0.000
H 2.175 1.231 2.390  0.081
O 2.017 2.017 1.774  -0.103



[2]
This record from OMol25 describes one molecule with the formula C3H10N4O. The level of theory is the ωB97M-V functional and the def2-TZVPD basis.

- maximum force (eV/Å) = 6.34
- 2S+1 = 1
- charge = 0
- electronic energy (eV) = -11275.0110
- LUMO level (eV) = 0.8
- energy relative to the best compared isomer or geometry (same formula, charge and spin) (kJ/mol) = 693.7
- SMILES = CNN/C(=N\O)NC

Last column: Löwdin charge in e.
CARTESIAN COORDINATES (ANGSTROEM)
C -2.623 -0.437 -0.043  -0.145
C 0.786 0.816 -0.240  -0.478
C 2.321 -0.795 0.365  -0.117
H -3.070 0.570 -0.596  0.126
H -3.263 -0.703 0.911  0.100
H -2.684 -1.280 -0.859  0.093
H -0.752 -0.150 1.247  0.131
H 0.155 -0.704 -1.313  0.177
H 2.781 1.075 -0.499  0.165
H 1.555 -1.553 0.520  0.057
H 3.217 -1.415 -0.081  0.098
H 2.720 -0.395 1.432  0.122
H -1.224 1.226 -0.501  0.085
N -1.196 -0.609 0.409  -0.135
N -0.451 -0.007 -0.680  -0.099
N 1.999 0.344 -0.552  -0.045
N 0.553 1.931 0.361  0.076
O -0.825 2.085 0.118  -0.212



[3]
This record from OMol25 describes C9H2As2CrF21NO11S3 as an isolated structure. The level of theory is the ωB97M-V functional and the def2-TZVPD basis.

- maximum force (eV/Å) = 4.25
- expectation value of S² = 3.78
- 2S+1 = 4
- charge = -3
- electronic energy (eV) = -273059.8792
- LUMO level (spin up / spin down) (eV) = 6.2 / 6.2
- energy relative to the best compared isomer or geometry (same formula, charge and spin) (kJ/mol) = 0.0

Last column: Löwdin spin population.
CARTESIAN COORDINATES (ANGSTROEM)
Cr 0.000 -0.224 -0.291  2.930
C -2.015 -2.160 2.831  0.004
C -2.629 -1.587 3.998  0.002
C -2.778 -0.047 4.101  0.001
O -3.160 0.454 5.153  0.004
C -2.310 0.755 3.004  0.002
C -1.678 0.135 1.961  -0.005
C -1.479 -1.339 1.868  -0.005
O -0.812 -1.786 0.871  -0.030
O -1.205 0.852 0.991  -0.027
O -2.976 -2.261 4.967  0.006
H -1.888 -3.232 2.838  0.000
H -2.593 1.797 2.979  0.000
As 0.586 -3.452 -2.128  0.000
F 2.281 -3.374 -2.373  0.000
F 0.608 -5.113 -2.666  0.000
F -1.097 -3.618 -1.797  0.000
F 0.529 -1.701 -1.610  0.026
F 0.265 -2.871 -3.709  0.000
F 0.851 -3.925 -0.496  0.000
As -3.022 0.029 -2.478  0.000
F -2.833 -1.449 -3.326  0.000
F -4.083 -0.789 -1.398  0.000
F -3.160 1.478 -1.588  0.000
F -1.961 0.825 -3.586  0.000
F -4.371 0.438 -3.509  0.000
F -1.580 -0.382 -1.432  0.025
C 2.364 0.266 -3.587  0.001
F 3.232 0.904 -4.388  0.000
F 1.146 0.647 -3.996  0.000
F 2.485 -1.027 -3.686  0.000
S 2.589 0.863 -1.798  0.005
O 2.998 -0.336 -1.138  0.003
O 3.489 1.964 -1.866  0.000
N 1.032 1.220 -1.236  0.015
S 0.631 2.768 -1.500  0.005
O 1.103 3.284 -2.746  0.001
O -0.761 2.875 -1.230  0.002
C 1.433 3.726 -0.108  0.001
F 2.743 3.810 -0.121  0.000
F 0.894 4.964 -0.065  0.001
F 1.059 3.167 1.040  0.000
C 1.625 0.718 3.657  0.000
F 0.597 1.509 3.347  0.000
F 2.467 1.431 4.415  0.000
F 1.152 -0.302 4.362  0.000
S 2.453 0.115 2.102  0.005
O 1.351 -0.122 1.157  0.021
O 3.313 1.198 1.707  0.003
O 3.115 -1.094 2.504  0.001



[4]
This record from OMol25 describes C23H19MgN6O4S as an isolated structure. The level of theory is the ωB97M-V functional and the def2-TZVPD basis.

- maximum force (eV/Å) = 0.59
- 2S+1 = 1
- charge = -1
- electronic energy (eV) = -57578.2853
- LUMO level (eV) = 2.7

Last column: Löwdin charge in e.
CARTESIAN COORDINATES (ANGSTROEM)
Mg 0.169 0.059 -0.250  0.526
N -2.810 3.564 -0.665  0.037
C -1.778 2.687 -0.466  -0.890
S -1.160 1.861 -1.835  0.582
N -1.394 2.640 0.805  0.004
N -0.385 1.758 1.025  0.010
C 0.221 1.859 2.150  -0.187
C -0.122 2.870 3.186  -0.197
C 0.692 3.977 3.388  -0.035
C 0.382 4.909 4.371  -0.091
C -0.742 4.733 5.163  -0.107
C -1.556 3.623 4.968  -0.088
C -1.249 2.699 3.983  -0.025
C 1.326 0.904 2.423  -0.179
C 2.028 0.910 3.624  0.001
C 3.046 -0.011 3.808  -0.066
C 3.340 -0.911 2.800  -0.058
C 2.588 -0.850 1.636  -0.096
N 1.615 0.029 1.454  0.077
H -3.305 3.496 -1.534  0.059
H -3.299 3.863 0.163  0.081
H 1.567 4.114 2.764  0.123
H 1.017 5.775 4.512  0.096
H -0.988 5.458 5.929  0.093
H -2.439 3.482 5.580  0.097
H -1.886 1.840 3.810  0.123
H 1.774 1.619 4.399  0.111
H 3.600 -0.026 4.739  0.103
H 4.121 -1.652 2.902  0.098
H 2.758 -1.528 0.807  0.119
O -2.028 -3.099 1.273  0.018
C -1.497 -2.238 0.577  -0.605
O -0.906 -1.176 0.950  -0.083
C -1.551 -2.410 -0.943  -0.168
C -2.131 -3.526 -1.530  -0.004
C -2.129 -3.618 -2.910  -0.069
C -1.560 -2.595 -3.654  -0.062
C -1.008 -1.521 -2.981  -0.147
N -1.000 -1.431 -1.655  0.067
H -2.556 -4.279 -0.883  0.111
H -2.563 -4.480 -3.403  0.099
H -1.534 -2.628 -4.735  0.097
H -0.553 -0.692 -3.512  0.103
O 2.318 1.802 -0.896  0.015
C 2.531 0.839 -1.616  -0.534
C 3.572 0.815 -2.725  -0.094
C 3.535 -0.629 -3.197  -0.099
C 2.379 -1.250 -2.408  -0.519
O 2.027 -2.407 -2.554  0.024
N 1.843 -0.346 -1.526  0.080
H 4.530 1.152 -2.331  0.112
H 3.261 1.533 -3.485  0.117
H 4.443 -1.186 -2.958  0.111
H 3.351 -0.763 -4.263  0.110